Record 1
11
Properties=species:S:1:pos:R:3:forces:R:3:mulliken_charge:R:1 method="wB97M-V/def2-TZVPD" lumo_energy_ha=-0.083 max_force_ev_per_a=10.817 e_tot_ev=-40430.134 de_lowest_kj_mol=628.3
H -2.06797 0.43721 0.65727 3.208 -3.184 1.232 0.198
S 2.83066 0.34025 0.01942 -1.781 -1.074 0.039 -0.139
H 1.72266 -1.75287 0.64289 -1.462 2.949 -1.441 0.292
S -1.05426 2.40389 0.04408 1.208 -1.336 -1.466 -0.160
C 1.49794 -0.64257 0.15704 2.993 -0.959 0.989 -0.247
O -1.09307 -1.59415 1.83444 0.635 8.665 -6.444 -0.477
Cl -0.82159 -1.47779 -1.35370 1.302 1.284 0.560 -0.146
C 0.16053 -0.14127 -0.17588 -4.912 -0.594 -0.042 0.489
H 0.12013 1.59213 -1.88295 -0.445 -1.214 1.463 0.299
C -1.04939 -0.42242 0.90851 -1.771 -5.575 4.138 0.088
C -0.24563 1.25757 -0.85111 1.024 1.038 0.972 -0.196

***

Record 2
16
Properties=species:S:1:pos:R:3:forces:R:3:mulliken_charge:R:1 method="wB97M-V/def2-TZVPD" lumo_energy_ha="-0.080 / -0.061" max_force_ev_per_a=2.636 e_tot_ev=-22281.828 de_lowest_kj_mol=105.0
H -3.33538 -0.66037 -0.60024 -0.458 0.422 0.559 0.234
N 1.01872 -0.57000 -2.77165 -0.421 -0.574 0.382 -0.450
N 1.82013 -0.84792 0.67725 1.868 -0.730 -0.060 0.223
O -1.41785 -0.56495 -0.26265 2.486 0.739 -0.070 -0.306
O 2.47720 1.84489 0.69246 -0.154 0.641 -0.442 -0.391
O -0.43490 0.86023 1.25100 -0.318 0.336 -0.224 -0.521
O 1.21191 2.50977 -1.02022 0.918 -0.435 1.235 -0.427
C 0.90201 -0.45492 -0.26639 -2.125 1.191 1.008 0.325
C -2.72163 -0.22847 0.19280 0.957 -0.501 -0.430 -0.666
C 0.86851 -0.71675 -1.63092 1.457 0.385 -1.035 0.193
C -0.37220 0.11061 0.32726 -1.042 -1.975 -0.291 0.740
F 1.28379 -1.17488 1.88813 -0.531 -0.034 -0.013 -0.175
H -2.78136 -0.70886 1.15150 -0.874 -0.088 0.483 0.297
N 1.71235 1.78265 -0.20264 -0.689 -0.328 -0.965 0.796
F 2.45717 -2.01616 0.28875 -0.101 0.224 -0.230 -0.193
H -2.68848 0.83513 0.28556 -0.971 0.725 0.095 0.320

***

Record 3
10
Properties=species:S:1:pos:R:3:forces:R:3:mulliken_charge:R:1 method="wB97M-V/def2-TZVPD" lumo_energy_ha=0.023 max_force_ev_per_a=1.081 e_tot_ev=-12345.040 de_lowest_kj_mol=247.7
C 1.04534 -0.30273 -0.42758 -0.076 0.504 0.024 -0.160
H 1.99860 -0.43971 0.07387 0.021 0.048 0.076 0.279
H 0.08695 -0.04608 1.57131 -0.131 0.032 -0.070 0.301
H 0.90305 -0.95555 -1.28074 -0.033 0.005 0.003 0.231
C 0.54990 1.08680 -0.67585 0.108 0.426 -0.844 -0.249
F -2.40211 -0.14291 0.96152 0.372 -0.010 -0.362 -0.217
F 1.13017 1.94208 0.18679 0.209 -0.260 0.110 -0.194
C -0.10643 -0.26721 0.53136 -0.635 -0.771 0.413 -0.340
C -1.38492 -0.30125 0.13412 -0.110 -0.147 0.163 0.540
F -1.82056 -0.57343 -1.07480 0.275 0.172 0.486 -0.190

***

Record 4
10
Properties=species:S:1:pos:R:3:forces:R:3:mulliken_charge:R:1 method="wB97M-V/def2-TZVPD" lumo_energy_ha=-0.010 max_force_ev_per_a=5.084 e_tot_ev=-12345.654 de_lowest_kj_mol=188.5
H 1.01889 -1.05302 1.72802 -0.095 0.682 -0.429 0.367
H -1.41023 0.35224 1.62248 -3.037 0.991 3.231 0.474
H 1.65288 0.37326 -0.66977 0.165 0.215 -0.536 0.237
F -1.73199 0.22547 -1.34989 1.403 -0.558 0.613 -0.256
C 0.76849 -0.18381 -0.43245 -0.243 -3.287 -2.970 -0.219
C 0.47530 -0.48224 0.96290 -1.275 -1.335 0.410 -0.057
C -0.67926 0.47824 -0.53283 1.266 1.040 -0.093 1.136
F -0.35826 1.83443 -0.80870 -0.871 -1.017 0.819 -0.286
F 1.03478 -1.58357 -1.46119 -0.817 3.272 2.637 -0.447
C -0.77060 0.03901 0.94144 3.506 -0.004 -3.682 -0.948

***

Record 5
10
Properties=species:S:1:pos:R:3:forces:R:3:mulliken_charge:R:1 method="wB97M-V/def2-TZVPD" lumo_energy_ha=0.024 max_force_ev_per_a=1.128 e_tot_ev=-12347.248 de_lowest_kj_mol=34.7
C 0.09564 -0.92241 -0.00662 0.772 0.051 -0.056 0.348
F -2.15549 -0.38936 -0.21354 0.021 0.100 -0.014 -0.247
H -1.61079 2.10052 0.04072 0.132 -0.134 0.076 0.287
F -0.38490 -2.17806 0.06764 0.031 0.167 0.026 -0.253
H 0.23767 1.82459 0.25394 -0.317 -0.015 0.038 0.277
C 1.42552 -0.78609 -0.06033 -1.116 -0.147 0.069 -0.273
C -0.92626 0.13284 -0.02598 -0.247 -0.665 0.004 0.523
F 1.99090 0.42008 -0.15182 0.181 0.031 -0.007 -0.228
C -0.76318 1.42791 0.11834 0.309 0.631 -0.104 -0.810
H 2.09090 -1.63002 -0.02235 0.234 -0.018 -0.032 0.377

***

Record 6
14
Properties=species:S:1:pos:R:3:forces:R:3:mulliken_spin:R:1 method="wB97M-V/def2-TZVPD" lumo_energy_ha="0.025 / -0.128" s2=2.0133 max_force_ev_per_a=9.385 multiplicity=3 e_tot_ev=-19418.455
N 0.03892 -0.92633 1.22405 -0.206 1.626 -1.742 0.317
F -1.30846 3.89971 0.55752 0.005 -0.065 -0.131 -0.001
H 1.18589 1.00477 -0.70835 2.725 0.782 -2.206 0.051
C -0.54310 2.80505 0.68637 -0.925 2.243 1.877 -0.002
O 2.07754 0.08975 1.68985 -2.023 0.211 -0.427 0.276
F 0.59974 3.20335 1.27580 0.237 -0.090 0.029 -0.001
F -1.16093 2.00785 1.58835 -0.198 -0.199 0.206 0.005
H -1.34214 0.23281 -1.44211 0.234 -0.982 0.981 0.010
C -0.64636 -0.08217 -0.63178 1.949 6.822 -3.583 0.702
H 0.02455 -1.41825 2.07398 -0.467 -1.827 0.711 -0.013
C 0.98306 0.05958 1.13515 0.523 2.577 -1.573 0.107
O -0.37261 2.24480 -0.46087 0.866 -0.970 -0.144 0.072
N -0.75338 -1.06091 0.18286 -2.221 -7.412 5.311 0.454
C 0.31764 0.94496 -0.19754 -0.498 -2.717 0.690 0.022

***

Record 7
15
Properties=species:S:1:pos:R:3:forces:R:3:mulliken_charge:R:1 method="wB97M-V/def2-TZVPD" lumo_energy_ha=0.138 total_charge=-1 max_force_ev_per_a=5.130 e_tot_ev=-22028.084 de_lowest_kj_mol=0.0
C -1.58553 0.96522 0.97463 2.163 -2.031 -0.798 0.772
C -0.52104 -0.07354 0.13520 -0.249 1.688 1.013 0.076
C 2.58939 -0.51226 -0.41809 1.431 0.047 0.776 0.670
F -2.35412 0.20152 1.80135 0.152 0.981 -0.518 -0.247
O 3.37238 -1.30319 -0.84252 -0.320 -0.404 -0.533 -0.575
H -1.18068 0.83532 -1.71728 0.960 -1.659 0.130 0.254
C -0.59624 -0.09967 -1.39138 -0.383 0.540 1.137 -0.939
F -2.41916 1.66669 0.13966 0.503 -0.965 0.333 -0.302
O 2.42452 0.62797 -0.12179 -0.680 0.288 -0.242 -0.501
O 1.25651 -1.50398 0.21989 0.472 -0.211 -0.007 -0.550
F -0.98867 1.93456 1.72009 -0.275 -0.963 -0.376 -0.253
H 0.41191 -0.17239 -1.82445 -0.367 0.441 0.049 0.250
H -1.09189 -1.05105 -1.63688 -0.222 0.456 -0.464 0.228
O 0.28138 -0.74575 2.10103 1.295 -0.524 0.437 -0.758
N 0.40124 -0.76943 0.86054 -4.482 2.315 -0.936 0.875

***

Record 8
11
Properties=species:S:1:pos:R:3:forces:R:3:mulliken_charge:R:1 method="wB97M-V/def2-TZVPD" lumo_energy_ha=0.025 smiles="F[C@@H]1C=CC(F)(F)O1" max_force_ev_per_a=2.556 e_tot_ev=-14395.612 de_lowest_kj_mol=1.9
F -0.74122 2.10583 0.21374 -0.394 -0.026 -0.345 -0.247
O 0.73395 0.69082 -0.78380 -0.770 1.434 0.204 -0.383
H 0.14452 -1.88142 0.98946 -0.478 -1.490 0.979 0.373
C -0.06452 -1.00951 0.45883 -0.375 0.127 0.338 -0.719
C -1.15690 -0.27793 0.28246 0.599 2.106 -0.147 -0.270
C -0.66581 0.96861 -0.52199 0.412 -1.867 -1.433 0.244
H -2.18765 -0.17226 0.71240 1.215 -0.995 -0.539 0.340
F 1.94941 -0.03249 1.03547 0.471 0.767 0.675 -0.259
F 1.99281 -1.06825 -0.80969 0.277 -0.723 -0.229 -0.278
C 1.19720 -0.34998 -0.01105 -2.013 0.139 -1.569 0.957
H -1.20179 1.02657 -1.56583 1.055 0.526 2.066 0.242

***

Record 9
11
Properties=species:S:1:pos:R:3:forces:R:3:mulliken_charge:R:1 method="wB97M-V/def2-TZVPD" lumo_energy_ha=-0.049 smiles="FC1=NN=C/C1=C/S" max_force_ev_per_a=6.606 e_tot_ev=-20726.045 de_lowest_kj_mol=328.0
C -0.36977 -1.15330 0.05800 -0.196 2.313 0.017 -0.093
H -0.62405 -3.02030 -0.64411 0.268 -1.005 -0.862 0.139
H -1.29924 -1.52090 0.54623 0.888 0.668 -0.152 0.339
C 0.10839 0.13225 0.19504 -2.457 -2.785 2.128 0.458
N -0.04857 2.38346 0.63592 -0.646 -3.522 -0.269 -0.370
C -0.62673 1.19261 0.90716 -0.777 1.400 -0.636 -0.357
F 2.08609 0.27999 -1.27240 -0.258 -0.266 0.710 -0.229
N 1.04268 2.09361 -0.22471 1.383 -2.841 0.303 -0.362
H -1.72089 1.02874 1.33984 2.780 0.640 -0.585 0.258
S 0.23239 -2.14507 -1.17429 -0.243 -1.083 0.379 -0.106
C 1.21970 0.72890 -0.36668 -0.743 6.482 -1.033 0.323

***

Record 10
11
Properties=species:S:1:pos:R:3:forces:R:3:mulliken_charge:R:1 method="wB97M-V/def2-TZVPD" lumo_energy_ha=-0.051 max_force_ev_per_a=2.861 e_tot_ev=-21842.717 de_lowest_kj_mol=69.0
C -0.92390 -0.25354 -2.49428 -1.581 -1.807 1.557 -0.113
H 0.92617 -0.08882 2.90093 0.372 0.184 0.512 0.328
H 0.20146 1.27301 -1.39066 -0.397 -1.070 0.588 0.261
C 0.53387 0.26219 1.12768 -0.342 -0.622 0.081 0.193
C -0.26340 0.26447 -1.25255 0.479 1.172 -0.912 -0.176
H -0.86321 0.34940 -3.40564 0.325 0.117 -0.091 0.350
S 1.20666 1.73975 1.20653 -0.197 -0.120 -0.250 -0.310
O 0.56062 -0.58754 2.16980 -0.554 -0.015 -1.059 -0.380
C -0.18984 -0.34974 -0.06295 0.771 0.687 -0.281 0.533
O -1.63159 -1.25824 -2.46137 1.121 1.354 -0.480 -0.468
F -0.66041 -1.57151 0.11290 0.003 0.117 0.335 -0.217